Record 1
Molecular formula: C7H12N4O
Method: DFT, the ωB97M-V functional and the def2-TZVPD basis

Results
Multiplicity: 1
HOMO-LUMO gap (eV): 9.70
Total energy (eV): -15451.45121
LUMO energy (eV): 0.88
Relative energy (zero: lowest compared OMol25 entry of this formula, charge and spin) (kJ/mol): 932.1

Geometry (Å):
C (2.717103, 0.461457, -0.103244)
C (1.674429, -0.508408, -0.158804)
C (-0.211912, 0.869226, 0.506045)
C (-1.758324, 1.101370, 0.018513)
C (-2.610902, -0.095378, 0.248774)
C (-1.989572, -1.223635, -0.478376)
C (-0.515633, -1.446462, -0.186629)
H (3.407614, 2.221591, -0.070113)
H (2.349475, 1.853713, -1.210760)
H (0.187661, 1.908805, 0.501910)
H (-0.468307, 0.462733, 1.819434)
H (-1.834184, 1.670170, -0.802408)
H (-2.123243, 1.945484, 0.830794)
H (-2.732611, -0.604259, 1.428204)
H (-3.526739, 0.129150, -0.114949)
H (-1.846064, -1.169843, -1.589166)
H (-2.582681, -2.089657, -0.383998)
H (-0.010140, -1.929472, -0.725438)
H (-0.452214, -1.829009, 0.550341)
N (2.679199, 1.846457, -0.385083)
N (3.773575, -0.137793, 0.111829)
N (2.091749, -1.633989, 0.170929)
N (0.248446, -0.290170, -0.230032)
O (3.533280, -1.512070, 0.252231)

Atoms 1-6, force components in eV/Å:
-1.81 1.80 -0.90
-4.38 2.00 0.84
-4.88 -1.04 2.72
1.67 1.51 8.23
2.32 -1.96 2.71
1.56 -0.73 -3.48

Löwdin population analysis, charges in e, atoms 1 to 4: -0.320 -0.249 -0.127 -0.192

---

Record 2
Molecular formula: C7H12NO
Method: DFT, the ωB97M-V functional and the def2-TZVPD basis

Results
Multiplicity: 1
HOMO-LUMO gap (eV): 9.12
Total energy (eV): -10980.81796
LUMO energy (eV): -3.78
Total charge: +1
Relative energy (zero: lowest compared OMol25 entry of this formula, charge and spin) (kJ/mol): 348.0

Geometry (Å):
C (-1.950958, 0.179318, -1.046614)
C (-2.516780, 1.049329, -2.002748)
C (0.687606, -0.342414, -0.662295)
C (1.252427, -2.328440, 0.723080)
C (2.031233, 0.046643, 1.311928)
C (-2.108259, -1.259493, 1.010903)
C (1.320190, -0.853822, 0.343259)
N (-2.160021, -0.450284, -0.064787)
O (-0.045125, 0.195616, -1.446303)
H (-1.766338, 1.293345, -2.709516)
H (-3.025015, 1.952134, -1.552335)
H (2.182437, -2.971655, 0.716935)
H (0.676704, -2.325761, 1.714987)
H (0.503380, -2.806422, 0.111573)
H (2.525628, -0.631085, 2.024256)
H (2.586389, 0.910482, 0.926124)
H (1.109141, 0.444630, 1.919204)
H (-1.070524, -1.333239, 1.440444)
H (-2.404605, -2.332949, 0.589582)
H (-2.812719, -0.820867, 1.745314)
H (-3.386720, 0.505806, -2.379525)

Atoms 1-6, force components in eV/Å:
-1.54 -1.95 5.01
-1.61 1.22 -0.36
-1.03 0.54 -0.58
-1.20 -0.14 0.68
-2.48 0.62 1.87
0.14 -3.45 1.77

Löwdin population analysis, charges in e, atoms 1 to 4: -0.075 0.021 -0.069 -0.037

---

Among the records above, which one has the lowest LUMO energy?
C7H12NO

---

Which of these has the highest relative energy (zero: lowest compared OMol25 entry of this formula, charge and spin)?
C7H12N4O

---

The lowest relative energy (zero: lowest compared OMol25 entry of this formula, charge and spin) belongs to which entry?
C7H12NO

---

The highest total energy belongs to which entry?
C7H12NO